Record 1
55
Properties=species:S:1:pos:R:3:forces:R:3 method="wB97M-V/def2-TZVPD" charge=0 e_tot_ha=-2170.82448 gap_ev=6.324 spin_multiplicity=1
Pt 0.07774 -0.04494 -0.09399 -0.7 -1.0 -0.1
C 0.05953 2.70627 -3.78626 0.1 -0.2 0.0
C 1.12769 2.93852 -2.76551 0.2 0.7 -0.5
N 1.79676 4.06645 -2.84440 -0.8 -0.4 -0.5
C 2.70206 4.37058 -1.91990 0.7 -0.1 0.9
C 2.93552 3.60371 -0.80172 0.2 0.1 -0.1
C 3.99375 4.04813 0.17843 0.1 0.0 -0.3
O 3.49767 4.33865 1.47245 -0.2 0.1 0.4
C 2.24114 2.36433 -0.65379 -0.8 0.4 -1.6
C 2.43608 1.60915 0.51276 -0.4 -2.1 1.2
N 1.95455 0.38988 0.81331 -0.1 2.7 -1.8
C 2.30353 -0.19434 2.00052 0.9 -0.9 2.0
C 3.40012 0.24400 2.79191 -0.4 0.0 -0.6
C 3.64781 -0.24671 4.05300 0.0 -0.1 0.2
C 2.85633 -1.25193 4.59144 -0.1 0.1 -0.2
C 1.85569 -1.79921 3.80728 0.2 0.0 0.2
C 1.61268 -1.29741 2.54515 -0.7 0.1 -0.8
I 0.03671 -2.26225 1.44103 0.6 0.7 0.4
C 1.36537 1.97447 -1.74101 0.4 -0.5 1.2
O 0.77387 0.83074 -1.81342 -0.2 0.7 -0.4
H 0.17424 3.41780 -4.60154 0.0 0.0 0.1
H -0.92296 2.84293 -3.32873 0.0 -0.1 0.0
H 0.10838 1.69103 -4.17317 -0.1 -0.1 0.0
H 3.27196 5.27262 -2.10396 0.0 0.1 0.2
H 4.51686 4.92067 -0.23576 0.0 -0.2 0.0
H 4.73020 3.25254 0.32234 0.0 0.1 0.0
H 2.81151 5.01152 1.39403 0.0 -0.1 0.0
H 2.99373 2.12721 1.28253 0.2 -0.1 0.0
H 4.06601 0.98835 2.38160 0.0 0.1 0.1
H 4.47054 0.16046 4.62495 0.0 0.0 0.0
H 3.01380 -1.61225 5.59345 0.1 -0.1 0.1
H 1.25794 -2.61525 4.18002 -0.1 -0.1 0.0
S -3.59932 2.28679 1.81621 0.4 0.0 0.0
C -2.28651 2.83646 2.82238 0.2 -0.3 -0.2
C -2.28304 3.81016 3.80705 0.0 0.1 0.1
C -1.10735 4.04326 4.49690 -0.1 0.0 0.0
C 0.04691 3.31654 4.21002 0.0 0.0 0.0
C 0.05691 2.36207 3.21658 0.0 0.0 -0.1
C -1.11793 2.10911 2.51082 -0.4 0.6 0.5
N -1.28352 1.18833 1.51958 -0.2 -0.5 -0.6
C -2.49688 1.15587 1.05090 0.2 0.5 0.7
C -2.87245 0.28709 -0.03585 -0.2 -0.4 -0.6
C -4.21354 0.07477 -0.37156 0.3 0.1 0.1
C -4.53329 -0.75438 -1.42587 -0.2 0.0 0.0
C -3.52115 -1.38880 -2.13204 0.1 0.0 0.0
C -2.18979 -1.19200 -1.79208 0.0 0.0 -0.2
C -1.83331 -0.33465 -0.75969 0.9 0.2 0.5
H -3.17569 4.37255 4.02386 -0.1 0.1 0.1
H -1.08196 4.79796 5.26779 0.0 0.1 0.1
H 0.94668 3.50386 4.77476 0.1 0.1 0.0
H 0.95975 1.82164 2.98559 0.1 -0.2 0.0
H -4.99232 0.55441 0.20755 -0.1 0.0 0.0
H -5.56780 -0.90060 -1.70210 0.0 -0.1 0.0
H -3.77471 -2.04821 -2.94972 0.0 -0.1 -0.1
H -1.41731 -1.70598 -2.35213 0.0 0.0 0.0


Record 2
56
Properties=species:S:1:pos:R:3:forces:R:3 method="wB97M-V/def2-TZVPD" charge=-1 e_tot_ha=-2163.97035 gap_ev=7.681 spin_multiplicity=1
Ca -0.89448 0.16466 -0.67465 0.0 0.0 0.1
C 0.17035 4.78325 -1.45584 0.0 0.0 0.0
O 1.35662 4.51398 -0.72239 0.0 0.0 0.0
C 1.13251 4.10376 0.57436 0.0 0.0 0.0
C 1.50884 4.93687 1.60567 0.0 0.0 0.0
C 1.36149 4.53158 2.93020 0.0 0.0 0.0
C 0.82773 3.28642 3.18668 0.0 0.0 0.0
C 0.43376 2.41998 2.15806 0.0 0.0 0.0
C -0.10260 1.12779 2.57147 0.0 0.0 0.0
N -0.59996 0.24004 1.79970 0.0 0.0 0.1
N -1.03192 -0.90996 2.45453 0.0 0.0 0.0
C -1.80974 -1.62230 1.67043 0.0 0.0 0.0
O -2.19084 -1.32151 0.49373 -0.1 0.0 0.0
C -2.25852 -2.94105 2.23222 0.0 0.0 0.0
C -2.93113 -3.82756 1.39867 0.0 0.0 0.0
C -3.33546 -5.06855 1.87186 0.0 0.0 0.0
C -3.07581 -5.43076 3.18579 0.0 0.0 0.0
C -2.40744 -4.54598 4.02408 0.0 0.0 0.0
C -1.99857 -3.30920 3.55042 0.0 0.0 0.0
C 0.58915 2.81550 0.80747 0.0 0.0 -0.1
O 0.28432 2.05419 -0.21490 0.0 0.0 0.0
H 0.48158 5.05936 -2.46157 0.0 0.0 0.0
H -0.37840 5.61598 -1.00282 0.0 0.0 0.0
H -0.47149 3.90312 -1.50434 0.0 0.0 0.0
H 1.93157 5.90196 1.35335 0.0 0.0 0.0
H 1.66350 5.18161 3.74081 0.0 0.0 0.0
H 0.70664 2.95025 4.21071 0.0 0.0 0.0
H -0.08537 0.91831 3.64398 0.0 0.0 0.0
H -3.12342 -3.52298 0.37847 0.0 0.0 0.0
H -3.85450 -5.75374 1.21249 0.0 0.0 0.0
H -3.39259 -6.39803 3.55709 0.0 0.0 0.0
H -2.20320 -4.82347 5.05130 0.0 0.0 0.0
H -1.47089 -2.61128 4.18565 0.0 0.0 0.0
C 0.73280 -4.16551 -0.67311 0.0 0.0 0.0
C 0.42763 -4.62645 -1.94459 0.0 0.0 0.0
C 0.00140 -3.73127 -2.90494 0.0 0.0 0.0
C -0.11067 -2.37136 -2.59467 0.0 0.1 0.0
N 0.17737 -1.94155 -1.35527 0.1 -0.1 -0.1
C 0.58126 -2.81479 -0.43173 0.0 0.0 0.0
C -0.58334 -1.36803 -3.59355 0.0 0.0 0.0
C -0.38181 -1.64363 -4.95013 0.0 0.0 0.0
C -0.82958 -0.75934 -5.91701 0.0 0.0 0.0
C -1.48181 0.39977 -5.51786 0.0 0.0 0.0
C -1.65358 0.66344 -4.16378 0.0 0.0 0.0
C -1.21318 -0.18852 -3.13756 0.0 0.1 0.0
H 1.05418 -4.83009 0.11623 0.0 0.0 0.0
H 0.50604 -5.68095 -2.18071 0.0 0.0 0.0
H -0.27783 -4.07958 -3.88845 0.0 0.0 0.0
H 0.77626 -2.40784 0.55596 0.0 0.0 0.0
H 0.15498 -2.53299 -5.26220 0.0 0.0 0.0
H -0.65905 -0.96590 -6.96700 0.0 0.0 0.0
H -1.83964 1.10234 -6.26394 0.0 0.0 0.0
H -2.15365 1.59460 -3.90210 0.0 0.0 0.0
N 2.53430 1.52123 -1.58481 0.0 0.0 0.0
C 3.48301 1.08452 -2.09128 0.0 0.0 0.0
H 1.66984 1.86537 -1.11274 0.0 0.0 0.0


Record 3
62
Properties=species:S:1:pos:R:3:forces:R:3 method="wB97M-V/def2-TZVPD" charge=+1 e_tot_ha=-7632.59446 gap_ev="6.700 / 6.707" s2=8.758 spin_multiplicity=6
Sm -0.04692 0.28258 -1.19147 -1.3 -4.6 -1.6
C -3.49009 0.52593 -1.76880 0.1 0.1 0.1
O -2.49236 0.31435 -0.76128 0.0 0.0 0.2
C -2.83342 0.62102 0.54830 -0.2 0.1 -0.1
C -4.11651 1.00648 0.89860 -0.1 0.0 0.0
C -4.40880 1.31343 2.21972 0.0 0.0 0.0
C -3.42087 1.23449 3.18481 0.1 0.0 0.0
C -2.14062 0.85013 2.82384 0.0 0.0 0.3
C -1.82797 0.53799 1.51183 0.3 -0.2 0.0
N -0.50333 0.14279 1.09479 -0.6 0.3 0.3
N 0.35197 0.22607 2.00702 0.7 -0.2 0.7
C 1.68437 -0.04115 1.85027 -0.2 0.3 0.5
C 2.30656 -0.53608 0.68739 -0.1 -0.1 0.0
O 1.63803 -0.77248 -0.40161 0.7 0.0 0.5
C 3.70115 -0.79995 0.70150 0.0 -0.1 -0.1
C 4.44119 -0.55488 1.80520 0.1 0.1 0.2
C 3.86800 -0.03316 3.00668 0.2 -0.1 -0.1
C 4.67432 0.23427 4.13223 0.0 0.0 0.0
C 4.12412 0.74442 5.27553 -0.1 0.0 0.0
C 2.74184 0.99864 5.31548 0.1 0.0 0.1
C 1.94164 0.74805 4.22981 0.0 0.0 -0.1
C 2.48847 0.22142 3.04253 -0.3 0.0 -0.1
H -4.30775 -0.17912 -1.64200 -0.1 0.0 0.0
H -3.00065 0.34606 -2.71920 0.0 0.0 -0.1
H -3.84997 1.55187 -1.72873 0.0 0.0 0.0
H -4.89970 1.06547 0.15897 0.0 0.0 0.0
H -5.41476 1.61062 2.48408 0.0 0.0 0.0
H -3.63915 1.47278 4.21706 0.0 0.0 0.0
H -1.35526 0.78506 3.56311 0.0 0.0 0.0
H 4.14164 -1.18699 -0.20800 0.0 0.0 0.0
H 5.50844 -0.74894 1.78781 0.0 0.0 0.0
H 5.73789 0.03256 4.07341 0.0 0.0 0.0
H 4.74343 0.95502 6.13717 0.0 0.0 0.0
H 2.29972 1.40478 6.21679 0.0 0.0 0.0
H 0.88420 0.96404 4.27831 0.0 0.0 0.0
O 0.58826 4.21445 -1.44460 -0.1 -0.7 0.2
Cl 0.29074 2.88887 -1.05896 0.4 2.3 0.0
O -0.07105 2.71082 0.31723 0.2 0.3 -0.4
O -0.81884 2.32479 -1.86598 0.1 1.4 0.0
O 1.43857 1.96123 -1.32402 0.1 1.5 0.1
Se -1.19980 -1.66038 -3.91079 -0.1 0.0 0.0
Se 0.78216 -2.32990 -2.84968 0.0 -0.2 -0.1
C -0.09806 -3.06420 -1.29510 0.0 0.0 -0.2
C 0.17578 -4.35808 -0.90040 0.0 -0.1 0.1
C -0.47798 -4.83157 0.23100 0.1 -0.1 -0.1
C -1.38244 -4.01290 0.88007 -0.1 0.0 0.1
C -1.58993 -2.73333 0.39163 0.0 0.0 0.0
N -0.94402 -2.25795 -0.67279 0.0 0.1 0.0
C -0.45948 -0.04276 -4.65165 0.1 0.0 -0.1
C -0.74517 0.26419 -5.96944 0.0 0.1 -0.1
C -0.17896 1.41293 -6.50363 -0.1 0.0 -0.1
C 0.66332 2.17819 -5.71806 0.0 0.0 0.0
C 0.88463 1.78552 -4.41194 0.0 0.0 0.1
N 0.31589 0.70233 -3.87026 0.0 0.0 -0.1
H 0.86438 -4.97392 -1.46071 0.0 0.0 0.0
H -0.29112 -5.83637 0.58754 0.0 0.0 0.0
H -1.92008 -4.34956 1.75548 0.0 0.0 0.0
H -2.28460 -2.05871 0.87581 0.0 0.0 0.0
H -1.37133 -0.38717 -6.56321 0.0 0.0 0.0
H -0.37693 1.68983 -7.53143 0.0 0.0 0.0
H 1.14461 3.06593 -6.10294 0.0 0.0 0.0
H 1.53255 2.36014 -3.76430 0.0 0.0 0.0


Record 4
63
Properties=species:S:1:pos:R:3:forces:R:3 method="wB97M-V/def2-TZVPD" charge=+1 e_tot_ha=-3044.77818 gap_ev="6.081 / 5.084" s2=0.757 spin_multiplicity=2
Ir 0.70201 0.58658 -0.03688 0.5 0.2 -0.5
O 2.58536 0.30347 -0.94035 0.5 0.0 0.4
N 3.29417 1.38154 -0.97425 -0.3 0.0 -0.1
N 2.62169 2.42546 -0.79078 0.2 0.0 0.0
O 1.28997 2.36045 -0.65558 -0.1 0.2 -0.1
C 3.22787 3.73718 -0.75578 -0.1 -0.1 -0.1
C 4.60277 3.85259 -0.89708 0.0 0.0 0.0
C 5.15496 5.12008 -0.86302 0.0 0.0 0.0
C 4.34513 6.23713 -0.69116 0.0 0.0 0.0
C 2.97456 6.09054 -0.54505 0.0 0.0 0.0
C 2.39857 4.82934 -0.57617 0.0 0.0 0.0
H 5.22183 2.97711 -1.02738 0.0 0.0 0.0
H 6.22447 5.23628 -0.97180 0.0 0.0 0.0
H 4.78733 7.22399 -0.67397 0.0 0.0 0.0
H 2.34616 6.95956 -0.40753 0.0 0.0 0.0
H 1.33332 4.69480 -0.46562 0.0 0.0 0.0
O 0.30962 -0.36671 1.68878 0.1 -0.3 0.3
C 1.16554 0.30099 2.39182 0.0 0.0 0.0
O 1.86315 1.11824 1.71677 -0.1 -0.1 0.2
C 1.28508 0.11922 3.83021 0.0 0.0 0.0
C 0.36220 -0.67734 4.50738 0.0 0.0 0.0
C 0.46678 -0.81885 5.87905 0.0 0.0 0.0
C 1.48780 -0.17149 6.56482 0.0 0.0 0.0
C 2.41182 0.61403 5.88577 0.0 0.0 0.0
C 2.31246 0.76566 4.51477 0.0 0.0 0.0
H -0.42665 -1.17342 3.95716 0.0 0.0 0.0
H -0.24646 -1.42991 6.41504 0.0 0.0 0.0
H 1.56401 -0.27970 7.63868 0.0 0.0 0.0
H 3.20717 1.10748 6.42717 0.0 0.0 0.0
H 3.02257 1.37424 3.97080 0.0 0.0 0.0
S -6.04542 -1.46705 0.88185 -0.1 -0.1 0.0
C -4.76286 -0.62322 0.32775 0.1 -0.1 -0.2
S -3.66834 0.19609 1.41520 0.1 0.0 0.1
C -2.69033 0.68233 0.07621 -0.1 0.2 0.3
N -3.12438 0.29104 -1.06670 -0.2 0.4 -0.1
N -4.27196 -0.42530 -0.95452 -0.2 0.0 0.1
C -4.81999 -0.90892 -2.20110 0.1 0.0 0.1
C -3.95496 -1.03057 -3.28643 0.0 -0.1 0.1
C -4.43762 -1.49111 -4.49792 0.0 0.0 0.0
C -5.77599 -1.83174 -4.63868 0.0 0.0 0.0
C -6.62842 -1.69536 -3.55748 0.0 0.0 0.0
C -6.16217 -1.23018 -2.33402 0.0 0.1 -0.1
S -1.26995 1.67842 0.27840 -0.5 0.4 -0.1
H -2.91589 -0.76002 -3.18075 0.0 0.0 0.0
H -3.76094 -1.58569 -5.33690 0.0 0.0 0.0
H -6.15068 -2.19100 -5.58783 0.0 0.0 0.0
H -7.67593 -1.94678 -3.65581 0.0 0.0 0.0
H -6.84523 -1.10565 -1.51305 0.0 0.0 0.0
N 3.41970 -4.04187 -1.41291 0.0 0.0 0.0
C 2.14171 -4.48298 -1.45276 0.0 0.0 0.0
O 1.83445 -5.61751 -1.74025 0.0 0.0 0.0
C 1.05123 -3.49039 -1.10972 0.0 0.0 -0.1
C -0.22744 -3.99653 -0.90587 0.0 -0.1 0.0
C -1.26344 -3.12728 -0.62552 0.0 -0.1 -0.1
C -0.99609 -1.77845 -0.53468 0.3 -0.1 -0.1
N 0.24111 -1.28333 -0.72891 -0.5 -0.3 0.3
C 1.24887 -2.13156 -1.02017 0.0 0.2 -0.1
H 4.14569 -4.70227 -1.63637 0.0 0.0 0.0
H 3.68515 -3.12179 -1.11727 0.0 0.0 0.0
H -0.37569 -5.06567 -0.98555 0.0 0.0 0.0
H -2.27351 -3.48053 -0.47497 0.0 0.0 0.0
H -1.77090 -1.06356 -0.32851 0.3 -0.3 0.1
H 2.20495 -1.67010 -1.21058 0.0 -0.1 0.1


Record 5
63
Properties=species:S:1:pos:R:3:forces:R:3 method="wB97M-V/def2-TZVPD" charge=+1 e_tot_ha=-3044.79743 gap_ev="6.602 / 5.887" s2=0.791 spin_multiplicity=2
Ir -0.64375 2.27622 -0.81830 -1.4 0.6 0.1
O -1.22179 3.18681 -2.43518 0.2 0.0 0.0
N -0.29708 3.62285 -3.27031 -0.2 -0.1 -0.2
N 0.85704 3.43237 -2.84069 0.2 -0.1 0.0
O 1.07865 2.86807 -1.67346 0.2 -0.2 0.3
C 2.01548 3.85896 -3.59792 0.0 0.0 0.0
C 3.23806 3.29817 -3.27575 0.0 0.0 0.0
C 4.34720 3.69720 -4.00501 0.0 0.0 0.0
C 4.21811 4.62986 -5.02316 0.0 0.0 0.0
C 2.97618 5.17482 -5.32418 0.0 0.0 0.0
C 1.85443 4.79340 -4.60912 0.0 0.0 0.0
H 3.31741 2.56718 -2.48447 0.0 0.0 0.0
H 5.31421 3.27174 -3.77537 0.0 0.0 0.0
H 5.08962 4.93614 -5.58578 0.0 0.0 0.0
H 2.87938 5.90461 -6.11602 0.0 0.0 0.0
H 0.88306 5.21257 -4.82610 0.0 0.0 0.0
O -0.25911 1.62950 1.12978 0.2 -0.3 -0.1
C -0.49564 0.42769 0.79478 0.7 0.1 -0.2
O -0.69679 0.29611 -0.47302 -0.2 0.1 0.1
C -0.58137 -0.69803 1.71805 0.0 0.0 0.0
C -0.27634 -0.50028 3.06598 0.0 0.0 0.0
C -0.38368 -1.56431 3.94476 0.0 0.0 0.0
C -0.79122 -2.80995 3.47781 0.0 0.0 0.0
C -1.09389 -3.00351 2.13489 0.0 0.0 0.0
C -0.99189 -1.94575 1.24737 0.0 0.0 0.0
H 0.04553 0.47562 3.40504 0.0 0.0 0.0
H -0.13838 -1.43062 4.98955 0.0 0.0 0.0
H -0.86761 -3.63986 4.16796 0.0 0.0 0.0
H -1.40479 -3.97785 1.78256 0.0 0.0 0.0
H -1.21798 -2.07606 0.19675 0.0 0.0 0.0
S 3.02888 -3.17750 3.88325 0.0 0.0 0.1
C 2.96507 -2.29680 2.51493 -0.1 0.1 0.1
S 3.35629 -0.60610 2.46787 0.0 0.0 0.0
C 2.85394 -0.50728 0.80153 -0.1 0.0 0.0
N 2.47729 -1.69853 0.32315 0.0 0.0 -0.1
N 2.54215 -2.65750 1.22989 0.1 -0.1 0.0
C 2.12668 -3.96860 0.78759 -0.1 0.1 0.0
C 1.28296 -4.03874 -0.31911 -0.1 0.0 0.1
C 0.87206 -5.27489 -0.78427 0.0 0.0 0.0
C 1.29773 -6.43980 -0.15989 0.0 0.0 0.0
C 2.14453 -6.35673 0.93230 0.0 0.0 0.0
C 2.56584 -5.12531 1.41485 0.1 0.0 0.0
S 2.77655 0.88653 -0.08977 0.1 -0.1 0.0
H 0.95325 -3.13488 -0.80766 0.0 0.0 0.0
H 0.21654 -5.32459 -1.64345 0.0 0.0 0.0
H 0.97642 -7.40450 -0.52871 0.0 0.0 0.0
H 2.49550 -7.25601 1.42021 0.0 0.0 0.0
H 3.23908 -5.08319 2.25419 0.0 0.0 -0.1
N -4.34874 -0.37902 2.64533 0.0 0.0 0.0
C -5.16725 0.48034 1.98942 0.0 0.0 0.0
O -6.37394 0.45036 2.08525 0.0 0.0 0.0
C -4.52018 1.50758 1.09165 0.0 0.0 0.0
C -5.29835 2.56354 0.63982 0.0 0.0 0.0
C -4.71329 3.50174 -0.18908 0.0 0.0 0.0
C -3.38956 3.35662 -0.55230 0.1 0.0 0.1
N -2.63244 2.32462 -0.13584 0.0 -0.1 0.0
C -3.20889 1.42515 0.67384 0.0 -0.1 0.0
H -4.78734 -1.03973 3.26543 0.0 0.0 0.0
H -3.35066 -0.27786 2.69419 0.0 0.0 0.0
H -6.33434 2.62071 0.94604 0.0 0.0 0.0
H -5.26504 4.35239 -0.56189 0.0 0.0 0.0
H -2.91672 4.08411 -1.19038 0.1 0.0 -0.1
H -2.61706 0.58021 0.98019 0.0 0.0 -0.1


Record 6
58
Properties=species:S:1:pos:R:3:forces:R:3 method="wB97M-V/def2-TZVPD" charge=-1 e_tot_ha=-1805.70342 gap_ev="6.115 / 6.115" spin_multiplicity=1
Pd 0.35260 -0.71409 1.14201 0.3 -0.5 -0.1
O -6.09136 -3.86217 0.08228 -0.2 0.0 0.0
C -5.08393 -4.58629 0.08023 0.3 0.2 -0.1
O -4.95002 -5.81166 -0.08023 -0.1 -0.2 0.0
C -3.73670 -3.81756 0.27307 -0.2 -0.1 0.0
C -2.52909 -4.49533 0.27996 0.1 0.0 0.0
C -1.35016 -3.77977 0.41697 0.0 -0.1 -0.1
N -1.31501 -2.45845 0.55152 -0.1 0.3 0.1
C -2.48281 -1.80342 0.57848 -0.1 0.1 -0.1
C -3.70541 -2.43757 0.43138 0.0 0.0 0.0
C -2.44963 -0.29852 0.77986 0.1 -0.2 0.3
O -3.42375 0.38792 0.53317 0.0 0.0 -0.1
O -1.35104 0.22670 1.26828 0.0 0.0 0.0
H -2.54724 -5.57156 0.16596 0.0 0.0 0.0
H -0.38686 -4.28123 0.40499 0.0 0.0 0.0
H -4.63476 -1.88527 0.43825 0.0 0.0 0.0
O 2.09624 -1.38083 4.69388 0.0 0.0 0.0
C 1.71588 -1.21041 3.54924 0.1 0.0 0.0
O 0.51805 -0.99249 3.15520 -0.1 0.1 -0.1
C 2.76268 -1.26059 2.43238 -0.4 0.1 0.3
C 4.11353 -1.04965 2.74982 0.2 -0.3 -0.2
C 5.02058 -1.05487 1.73403 0.0 0.0 0.0
C 4.59118 -1.31070 0.40819 -0.2 0.0 0.0
C 5.48349 -1.38391 -0.68408 0.0 0.0 -0.1
C 5.01698 -1.65117 -1.94063 0.1 0.0 0.0
C 3.64099 -1.85950 -2.16102 -0.1 0.0 0.0
C 2.74662 -1.78608 -1.12881 0.0 0.0 -0.1
C 3.20833 -1.50088 0.17198 0.2 -0.1 0.0
N 2.31611 -1.43612 1.20713 -0.2 0.6 0.1
H 4.36741 -0.89086 3.78748 0.0 0.0 0.0
H 6.07266 -0.87146 1.91812 0.0 0.0 0.0
H 6.54134 -1.23514 -0.50382 0.0 0.0 0.0
H 5.70491 -1.71244 -2.77390 0.0 0.0 0.0
H 3.29013 -2.08210 -3.16016 0.0 0.0 0.0
H 1.68692 -1.93512 -1.27895 0.0 0.0 0.0
C -1.78281 6.14594 -0.12122 0.0 0.0 0.0
C -1.44169 4.73157 -0.49385 0.0 0.0 0.0
C -2.30170 3.97373 -1.27804 0.0 0.0 0.0
C -2.01951 2.65786 -1.60619 0.0 0.0 0.0
C -3.03893 1.89107 -2.40508 0.0 0.0 0.0
C -0.82610 2.07888 -1.12132 0.0 0.1 0.1
C -0.56239 0.69709 -1.46281 0.0 -0.1 -0.1
O 0.32074 -0.03172 -1.00989 -0.1 -0.1 0.1
C 0.05917 2.83417 -0.32050 -0.1 0.0 0.0
C 1.32364 2.27102 0.24840 0.0 0.0 0.0
C -0.26812 4.14991 -0.03336 0.0 0.0 0.0
H -2.58240 6.53933 -0.74761 0.0 0.0 0.0
H -0.91406 6.79840 -0.21641 0.0 0.0 0.0
H -2.11625 6.19268 0.91755 0.0 0.0 0.0
H -3.22533 4.41574 -1.63301 0.0 0.0 0.0
H -3.81741 2.56916 -2.75077 0.0 0.0 0.0
H -3.50459 1.12855 -1.77832 0.0 0.0 0.0
H -2.61349 1.40602 -3.28463 0.0 0.0 0.0
H -1.22322 0.26578 -2.22692 0.0 0.0 0.0
H 1.94064 1.78225 -0.50549 0.0 0.0 0.0
H 1.07723 1.50255 0.99201 0.1 0.1 0.0
H 1.89846 3.05869 0.73489 0.0 0.0 0.0
H 0.40930 4.73389 0.58032 0.0 0.0 0.0